# 1
C48H108N4O8 | ωB97M-V/def2-TZVPD

```
168
Properties=species:S:1:pos:R:3:forces:R:3:lowdin_charge:R:1
C 15.411254 23.367643 9.457752 0.380 -0.360 0.217 -0.014
C 15.553048 22.550038 8.156618 -0.273 0.115 0.376 -0.522
C 16.158988 23.400026 7.044067 -0.170 0.369 -0.135 -0.139
C 17.641728 23.660339 7.237911 -0.028 0.006 -0.118 -0.175
C 18.370214 22.316420 7.304694 -0.451 0.616 -1.035 -0.133
C 17.838096 21.376285 8.377666 1.059 0.347 0.526 -0.514
N 16.383670 21.364794 8.327722 -0.017 -0.690 -1.295 -0.096
O 15.835270 20.393532 9.186429 0.007 0.629 0.297 -0.025
C 18.355947 19.969979 8.099141 -0.474 -0.244 0.419 -0.023
C 18.407471 21.828881 9.734575 -0.358 -0.454 0.793 -0.020
C 14.159199 22.104286 7.735254 -0.345 0.139 -0.312 -0.035
H 16.334482 23.888334 9.707074 -0.078 0.186 -0.073 0.066
H 15.222142 22.691856 10.299284 -0.182 0.090 -0.021 0.081
H 14.584380 24.072956 9.414499 0.022 0.070 -0.067 0.087
H 16.004088 22.925094 6.069174 0.031 -0.243 0.133 0.122
H 15.583367 24.330949 6.992768 0.104 0.026 0.106 0.127
H 17.811657 24.297329 8.109844 0.080 -0.149 0.092 0.104
H 18.023615 24.219222 6.380086 0.007 0.035 0.043 0.114
H 19.444227 22.499539 7.354174 0.053 -0.330 0.457 0.127
H 18.210217 21.864073 6.315337 -0.004 -0.193 0.145 0.121
H 18.038135 19.313547 8.912079 0.156 -0.078 -0.042 0.088
H 17.916080 19.564215 7.187676 0.172 0.138 -0.116 0.064
H 19.443070 19.959581 8.051422 -0.008 -0.024 -0.106 0.088
H 17.982401 21.243590 10.564901 -0.171 0.067 -0.212 0.084
H 19.473259 21.616690 9.830753 0.071 0.269 -0.337 0.090
H 18.200788 22.873572 9.958357 0.197 0.083 -0.100 0.067
H 14.161499 21.602499 6.764489 0.198 -0.155 0.112 0.068
H 13.520411 22.982369 7.603504 0.023 -0.006 0.157 0.090
H 13.705161 21.447725 8.475182 -0.029 0.001 -0.004 0.084
H 15.829234 20.795093 10.069725 -0.021 -0.247 0.124 0.096
C 17.334210 16.781133 -0.718673 0.537 0.309 -0.394 -0.038
C 16.124901 15.872651 -0.483027 0.433 -0.224 -0.611 -0.520
C 16.264817 15.133386 0.837558 -0.395 -0.212 0.764 -0.135
C 15.820893 15.985502 2.012967 0.421 0.821 0.120 -0.171
C 14.449218 16.627516 1.830365 0.685 -1.037 -0.273 -0.135
C 14.294462 17.372436 0.500500 -0.186 0.377 0.771 -0.511
N 14.821761 16.537586 -0.560849 -0.468 -0.849 0.156 -0.099
O 14.680112 17.191919 -1.806034 0.252 0.361 -0.114 -0.010
C 12.791439 17.527833 0.285701 -0.420 0.570 -0.314 -0.036
C 14.946139 18.772860 0.622752 -0.579 -0.018 -0.682 0.000
C 16.146817 14.815074 -1.595029 0.145 0.156 -0.449 -0.043
H 17.190626 17.392007 -1.613798 -0.177 0.036 0.111 0.086
H 18.214561 16.168753 -0.939404 -0.075 -0.079 0.149 0.087
H 17.619223 17.447393 0.097851 -0.222 -0.115 0.141 0.065
H 15.709344 14.187229 0.836130 -0.236 0.178 -0.204 0.119
H 17.305372 14.832579 0.985479 0.061 0.120 -0.167 0.120
H 16.540747 16.812264 2.121731 0.060 -0.185 0.164 0.105
H 15.826010 15.427712 2.953036 0.134 -0.051 -0.056 0.103
H 14.321880 17.319010 2.660904 -0.527 -0.037 -0.006 0.100
H 13.725056 15.807389 1.865525 -0.245 0.279 0.123 0.098
H 12.280681 16.583563 0.089689 0.231 -0.145 0.081 0.087
H 12.317474 17.979600 1.161994 0.121 -0.032 0.059 0.074
H 12.581315 18.195722 -0.555081 0.052 -0.066 0.001 0.080
H 14.423301 19.486962 -0.020562 0.086 -0.096 -0.097 0.081
H 14.821539 19.155490 1.635015 0.375 -0.021 0.078 0.066
H 15.973834 18.743645 0.275073 0.153 0.161 0.408 0.064
H 15.200473 14.274605 -1.618196 0.059 -0.124 0.083 0.088
H 16.980803 14.124140 -1.456914 -0.105 -0.079 0.207 0.086
H 16.311815 15.263053 -2.578656 -0.163 0.101 0.078 0.081
H 13.979706 16.711170 -2.257454 -0.009 -0.077 0.042 0.108
C 20.983606 20.063724 5.192290 0.463 -0.135 -0.050 -0.028
C 20.520657 18.971900 4.232096 -0.723 -0.472 0.346 -0.503
C 21.148513 19.196268 2.862353 -0.050 -0.078 -0.680 -0.134
C 21.183551 17.949349 1.973871 -0.401 -0.076 0.684 -0.169
C 21.763886 16.751282 2.727094 0.185 0.812 -0.518 -0.142
C 21.014896 16.455085 4.014720 -0.267 -0.591 0.074 -0.524
N 20.967049 17.686764 4.788629 0.911 0.288 0.066 -0.100
O 20.453535 17.470714 6.077372 -0.165 0.072 0.007 -0.020
C 19.656571 15.806324 3.679529 -0.093 -0.438 -0.338 -0.025
C 21.834946 15.417024 4.801834 0.015 0.441 -0.154 -0.033
C 18.982879 19.023081 4.138156 -0.636 -0.324 0.092 -0.021
H 20.471985 20.006111 6.149487 -0.130 0.064 -0.103 0.049
H 20.848206 21.047589 4.740046 -0.073 0.049 0.066 0.089
H 22.045310 19.895458 5.391796 -0.008 0.183 -0.062 0.094
H 20.510218 19.919716 2.345925 0.269 0.255 0.095 0.114
H 22.146461 19.633180 2.948108 0.032 -0.105 0.159 0.120
H 21.743456 18.142791 1.059885 -0.031 0.016 -0.050 0.111
H 20.144718 17.728847 1.703292 0.106 -0.053 -0.253 0.094
H 22.796987 17.003136 2.989638 0.048 -0.228 -0.059 0.125
H 21.751336 15.892849 2.052416 0.116 -0.201 0.244 0.124
H 19.238900 16.187805 2.745767 -0.215 0.217 0.177 0.060
H 19.809635 14.739349 3.486693 0.065 0.025 0.080 0.085
H 18.914236 15.862396 4.477583 0.053 0.216 0.037 0.069
H 22.802286 15.846287 5.067282 -0.020 -0.018 0.067 0.087
H 21.321914 15.115845 5.712185 -0.008 -0.093 -0.014 0.075
H 21.998563 14.561245 4.146158 0.002 -0.130 0.137 0.082
H 18.611293 19.817111 3.486478 0.132 0.142 0.129 0.090
H 18.532334 19.147091 5.127155 0.164 0.260 -0.031 0.046
H 18.526725 18.093402 3.784551 0.278 0.017 -0.260 0.067
H 19.481620 17.405329 6.024073 -0.048 -0.090 0.100 0.049
C 11.850630 14.908948 4.513528 0.136 0.370 0.616 -0.033
C 11.858120 13.431043 4.129878 -0.063 0.356 -1.089 -0.516
C 13.183288 13.228046 3.392315 0.333 0.269 -0.607 -0.149
C 13.616515 11.797785 3.135295 -0.163 -0.615 0.117 -0.169
C 13.547581 11.009130 4.437302 0.357 0.405 0.597 -0.137
C 12.203423 11.141896 5.168606 -0.572 -0.354 -0.851 -0.524
N 11.885061 12.560644 5.284756 1.072 0.420 0.929 -0.096
O 10.832642 12.791209 6.207469 -0.313 0.013 -0.500 -0.018
C 11.128473 10.324952 4.412413 0.073 -0.285 0.269 -0.025
C 12.351001 10.542439 6.559060 0.690 0.346 0.106 -0.040
C 10.689501 13.202757 3.162994 -0.980 -0.097 0.023 -0.025
H 12.776277 15.160625 5.043489 -0.197 -0.068 0.277 0.078
H 10.987820 15.190122 5.119637 0.033 -0.127 0.071 0.077
H 11.846151 15.568593 3.643494 -0.079 -0.290 -0.207 0.080
H 13.127580 13.757171 2.434992 -0.170 -0.018 0.016 0.112
H 13.966806 13.764188 3.939690 0.034 -0.271 0.183 0.112
H 14.636573 11.812699 2.744261 0.014 -0.101 0.054 0.110
H 13.018733 11.284370 2.374804 -0.142 0.301 -0.039 0.108
H 14.321814 11.426252 5.097086 -0.101 -0.108 0.054 0.120
H 13.754803 9.939620 4.355326 0.068 0.048 -0.350 0.123
H 10.132704 10.563485 4.788230 0.003 -0.041 0.031 0.089
H 11.128688 10.456323 3.334533 0.089 0.171 -0.026 0.059
H 11.330846 9.264653 4.589637 -0.173 0.013 0.015 0.082
H 12.655358 9.499688 6.474024 -0.210 -0.076 0.032 0.086
H 13.175400 11.055425 7.067923 -0.151 0.040 0.108 0.088
H 11.449528 10.645995 7.154082 -0.094 -0.198 -0.027 0.080
H 10.771757 12.293546 2.573065 0.110 -0.046 0.026 0.063
H 10.533277 14.024535 2.459229 0.410 0.071 0.052 0.083
H 9.741797 13.149754 3.712401 0.151 -0.140 0.096 0.090
H 11.309120 13.091477 6.987269 -0.097 0.104 0.039 0.094
C 10.212827 18.211193 9.441755 0.001 0.062 -0.107 -0.066
C 9.803946 16.749426 9.583340 0.208 0.832 -0.295 -0.498
C 10.547075 15.904318 8.564184 0.307 -0.466 0.785 -0.070
O 10.045575 16.333185 10.925418 -0.143 -0.080 -0.249 -0.039
H 11.300655 18.306045 9.430181 -0.014 0.079 0.043 0.077
H 9.803273 18.827101 10.241868 0.028 -0.128 0.119 0.077
H 9.807301 18.606260 8.506038 0.151 -0.003 -0.048 0.077
H 8.733278 16.738928 9.343808 -0.060 -0.466 0.362 0.133
H 11.622257 15.894897 8.782720 -0.004 0.440 -0.123 0.088
H 10.375893 16.299122 7.566742 -0.005 -0.309 -0.159 0.074
H 10.270652 14.850011 8.676255 -0.401 0.094 -0.450 0.077
H 10.562374 15.524382 10.897280 -0.031 -0.064 0.087 0.078
C 17.505780 15.764630 8.879843 -0.072 0.707 -0.092 -0.046
C 17.740698 15.636098 7.376507 -0.518 -0.450 0.548 -0.471
C 16.641326 14.783236 6.758919 0.217 0.192 -0.777 -0.052
O 17.771975 16.918410 6.762814 0.344 -0.137 -0.061 -0.088
H 16.562338 16.301520 9.037406 -0.058 -0.216 -0.004 0.078
H 18.268330 16.392086 9.347862 0.165 -0.245 -0.029 0.081
H 17.449853 14.796131 9.371740 0.068 -0.043 0.020 0.080
H 18.697218 15.135523 7.212411 0.152 0.309 -0.221 0.136
H 16.737475 14.803729 5.666729 0.115 -0.085 0.067 0.068
H 15.655904 15.206010 6.965414 -0.030 -0.190 0.323 0.072
H 16.733732 13.745208 7.077159 -0.267 0.003 0.145 0.082
H 17.033899 17.426361 7.133167 -0.307 0.142 -0.029 0.046
C 12.048690 20.817292 2.749610 1.299 -0.050 0.878 -0.057
C 10.855487 20.630262 3.649890 -0.777 0.050 -0.636 -0.501
C 9.629031 21.300827 3.030199 -0.181 -0.021 0.603 -0.060
O 10.634610 19.224969 3.734717 0.326 -0.262 0.136 -0.063
H 11.959371 20.218053 1.846910 -0.189 0.370 -0.257 0.074
H 12.972677 20.480587 3.242992 -0.253 -0.327 0.071 0.066
H 12.279313 21.873345 2.600866 -0.453 0.020 -0.523 0.088
H 11.041990 21.069513 4.636802 0.053 -0.142 0.062 0.133
H 9.723681 22.384721 3.117921 -0.003 0.003 -0.345 0.081
H 8.714462 21.034303 3.572447 0.106 -0.030 0.083 0.076
H 9.483842 20.971177 2.002646 0.152 0.187 -0.109 0.084
H 9.794973 19.038916 4.164932 -0.016 0.161 0.040 0.086
C 13.094800 18.478406 6.357023 -0.999 -0.132 -1.490 -0.035
C 14.552240 18.123557 6.156294 -0.009 -0.142 1.473 -0.434
C 15.319189 18.993676 5.187397 0.283 -0.357 0.050 -0.021
O 15.218729 18.170039 7.453633 0.157 -0.024 -0.599 -0.081
H 12.494296 17.665565 6.769007 0.368 0.030 0.606 0.063
H 12.607835 18.586137 5.373064 0.245 0.188 0.001 0.069
H 12.896739 19.414349 6.878698 0.314 -0.058 0.246 0.073
H 14.619192 17.060103 5.916019 0.031 0.096 -0.466 0.121
H 15.316502 20.036002 5.517345 -0.134 0.030 -0.106 0.076
H 14.946334 18.904797 4.167105 -0.092 0.142 0.002 0.060
H 16.356797 18.651222 5.200635 -0.023 0.076 -0.166 0.059
H 15.401600 19.102111 7.630664 -0.036 0.058 0.404 0.049
```
Forces are in eV/Å.

The value obtained for the gap between HOMO and LUMO is 8.29 eV. As for the energy above the lowest of the compared OMol25 structures with the same formula, charge and spin: 0.251 eV. As for the HOMO energy: -7.884 eV. The spin multiplicity is 1. As for the SMILES: CC1(C)CCCC(C)(C)N1O.CC1(C)CCCC(C)(C)N1O.CC1(C)CCCC(C)(C)N1O.CC1(C)CCCC(C)(C)N1O.CC(C)O.CC(C)O.CC(C)O.CC(C)O. The value obtained for the total energy is -2714.4745 Ha. As for the net charge: 0.

***

# 2
C5H8N2 | ωB97M-V/def2-TZVPD

```
15
Properties=species:S:1:pos:R:3:forces:R:3:lowdin_charge:R:1
C -0.415599 -1.399085 -0.112237 -0.078 -0.073 0.143 -0.023
C 0.135548 0.001063 -0.201047 -0.001 -0.128 0.072 -0.561
C -0.843750 1.121788 0.089187 -0.048 0.075 -0.143 -0.112
C -1.394571 1.036708 1.447771 -0.392 -0.095 0.884 -0.212
N -1.828896 0.948515 2.516511 0.456 0.087 -1.079 0.144
C 1.576818 0.218434 0.052306 0.190 -0.849 -0.607 -0.081
N 1.000780 0.232895 -1.316403 0.075 -0.230 -1.014 0.032
H -0.816198 -1.616741 0.876638 -0.054 -0.061 0.029 0.082
H -1.220601 -1.500738 -0.850949 0.088 -0.047 0.166 0.093
H 0.357026 -2.139435 -0.353367 -0.117 0.178 0.105 0.088
H -1.659877 1.067678 -0.635250 -0.088 0.098 0.088 0.128
H -0.345243 2.087675 -0.033925 -0.086 -0.138 -0.011 0.128
H 2.148494 -0.652483 0.415376 -0.104 0.683 -0.393 0.119
H 1.993048 1.175156 -0.086992 0.752 1.223 2.155 0.092
H 1.313021 -0.581431 -1.807619 -0.594 -0.724 -0.396 0.085
```
Forces are in eV/Å.

The value obtained for the gap between HOMO and LUMO is 10.91 eV. As for the energy above the lowest of the compared OMol25 structures with the same formula, charge and spin: 1.902 eV. As for the HOMO energy: -10.050 eV. The spin multiplicity is 1. As for the SMILES: C[C@@]1(CC#N)CN1. The value obtained for the total energy is -304.7656 Ha. As for the net charge: 0.

***

# 3
C9H13N2 | ωB97M-V/def2-TZVPD

```
24
Properties=species:S:1:pos:R:3:forces:R:3:lowdin_charge:R:1
C -0.990117 -0.392847 -1.978578 -0.228 0.029 0.084 -0.066
C -1.037043 0.927767 -1.812267 -0.144 -0.070 0.128 -0.061
C 0.193306 -1.136233 -1.560830 0.191 -0.120 0.284 -0.046
C 0.074162 1.641515 -1.194290 0.103 0.011 0.336 -0.030
C -0.694301 -0.208363 1.394888 0.065 0.095 0.150 -0.041
C 0.585743 -1.371279 -0.314437 0.380 -0.684 -0.809 -0.071
C 0.468045 1.560615 0.074602 0.262 1.041 -0.553 -0.296
C 1.649684 2.297083 0.624793 0.038 -0.105 -0.062 -0.017
C -0.648663 -2.598463 1.331232 -0.380 -0.659 0.227 0.005
N -0.254905 -1.295984 0.827785 -0.153 0.459 0.055 -0.097
N -0.366336 1.028504 1.102816 -0.378 -0.108 0.234 0.135
H -1.744490 -0.917976 -2.546073 -0.125 0.032 -0.123 0.119
H -1.829968 1.520230 -2.243077 -0.176 -0.018 -0.130 0.120
H 0.862515 -1.426782 -2.360712 0.171 -0.124 0.019 0.133
H 0.675901 2.232968 -1.872407 0.165 0.099 0.042 0.136
H -1.369010 -0.342159 2.234158 0.063 0.040 -0.029 0.171
H 1.511779 -1.896853 -0.117851 0.050 0.035 0.016 0.135
H 2.274583 1.630726 1.217316 0.075 -0.026 0.052 0.090
H 1.331770 3.116747 1.270121 -0.006 0.054 0.083 0.092
H 2.248698 2.710343 -0.180256 0.033 0.044 -0.034 0.091
H -1.068785 -2.516807 2.331055 0.026 0.044 0.007 0.102
H -1.386870 -3.052367 0.667527 0.060 0.053 -0.006 0.113
H 0.222610 -3.252418 1.366867 -0.005 0.102 0.035 0.107
H -0.708307 1.742033 1.737618 -0.090 -0.224 -0.007 0.176
```
Forces are in eV/Å.

The value obtained for the gap between HOMO and LUMO is 9.99 eV. As for the energy above the lowest of the compared OMol25 structures with the same formula, charge and spin: 1.425 eV. As for the HOMO energy: -13.040 eV. The spin multiplicity is 1. As for the SMILES: Cc1cccccn(C)c[nH+]1. The value obtained for the total energy is -459.9617 Ha. As for the net charge: +1.

***

- What is the formula in the third record?
  C9H13N2

***

- Which value of spin multiplicity does entry 2 give?
  1